P) # C6H7B

C6H7B in the gas phase (the ωB97M-V functional and the def2-TZVPD basis, OMol25).

```
! RIJCOSX wB97M-V def2-TZVPD def2/J DEFGRID3
* xyz 0 1
C 0.62114 -0.31162 -0.15018
C -1.30565 1.67541 -0.10647
C -2.24472 -0.86831 0.02977
C -1.39716 -1.75543 -0.06243
C 0.00328 -1.83668 0.10812
C -0.00354 0.91516 0.45624
B -2.42398 0.56424 -0.16459
H -1.50759 2.42724 0.71824
H 0.40901 -0.20219 -1.30970
H 0.04221 -2.09534 1.12880
H -0.02720 0.87460 1.57845
H 1.72677 -0.31803 -0.00369
H -1.11004 2.33842 -1.04216
H 0.63476 -2.58682 -0.45193
*
```

Results
- HOMO level (alpha / beta): -7.07 / -7.93 eV
- Gap between HOMO and LUMO (alpha / beta): 7.098 / 7.866 eV

Charges per atom according to Löwdin partitioning, unit e:
1. C -0.19
2. C -0.21
3. C 0.03
4. C -0.07
5. C -0.19
6. C -0.10
7. B -0.04
8. H 0.10
9. H 0.14
10. H 0.09
11. H 0.10
12. H 0.10
13. H 0.12
14. H 0.13



Q) # C6H7B

C6H7B in the gas phase (the ωB97M-V functional and the def2-TZVPD basis, OMol25).

```
! RIJCOSX wB97M-V def2-TZVPD def2/J DEFGRID3
* xyz 0 1
C -2.91528 -0.48320 0.53189
C 1.76221 -1.34038 0.06144
C 1.43417 -0.13710 0.51861
C -0.73164 0.13441 -0.83210
C 0.40081 0.76009 -0.02054
C -1.89878 -0.19693 -0.03383
B 0.57337 2.13570 0.17740
H -3.79337 -0.71245 1.05793
H 0.76531 3.24347 0.40389
H 2.56168 -1.91192 0.50109
H 1.27336 -1.80613 -0.77938
H -1.05338 0.82552 -1.61908
H -0.37977 -0.78027 -1.31365
H 2.00131 0.26918 1.34634
*
```

Results
- HOMO level: -8.11 eV
- Gap between HOMO and LUMO: 8.079 eV

Charges per atom according to Löwdin partitioning, unit e:
1. C 0.12
2. C 0.01
3. C -0.19
4. C -0.20
5. C -0.27
6. C -0.14
7. B 0.23
8. H 0.01
9. H 0.01
10. H 0.05
11. H 0.05
12. H 0.12
13. H 0.10
14. H 0.10



Tell me which of them is the most stable. Sure, it is Q).



P) # C32H34N4O5S2Ti

A molecular structure, C32H34N4O5S2Ti (the ωB97M-V functional and the def2-TZVPD basis, OMol25).

```
! RIJCOSX wB97M-V def2-TZVPD def2/J DEFGRID3
* xyz 4 1
Ti -0.15435 -0.30640 0.08769
S 0.90030 1.77219 -2.34166
S -3.31107 -0.40713 -1.29006
O 4.30919 -6.28910 1.77409
O -0.38357 0.52433 1.68574
O 4.99137 -4.47262 2.73417
O 0.73948 0.70568 -1.13228
O -1.84346 -0.17799 -0.66234
N -0.35906 1.28341 3.80272
N 4.22567 -5.12561 2.05697
N -0.40419 -2.41754 0.33273
N 1.79513 -1.04940 0.60922
C 4.10400 4.05622 -2.38250
C 3.08502 -2.98083 1.31229
C -1.64076 -4.47391 0.39289
C -6.04884 2.78949 0.25045
C -4.19078 2.22142 -1.17158
C 0.65922 0.69486 -3.77076
C -0.84539 2.13996 4.90587
C 4.22369 -2.14845 1.41562
C 0.69362 -4.49429 0.94906
C 1.91059 -5.12937 1.36371
C 2.80819 3.58455 -2.24016
C 5.13144 3.16906 -2.67037
C -2.03943 2.18380 2.26143
C 1.89924 -2.37295 0.89278
C 2.88069 -0.28726 0.72131
C -5.26388 0.52262 0.22158
C -0.62403 -0.11046 -3.67159
C 0.70009 -3.12058 0.72202
C -4.29055 0.90418 -0.70667
C 0.75450 0.39597 4.17219
C 4.88589 1.79981 -2.81590
C 3.60304 1.31043 -2.69425
C -0.88701 1.31197 2.62707
C -1.54584 -3.10186 0.18485
C -6.14504 1.47991 0.70120
C -5.07523 3.16010 -0.68085
C 4.10812 -0.80889 1.12051
C 3.02842 -4.40192 1.55125
C -1.88663 0.73249 -3.47437
C 2.57180 2.21584 -2.40898
C -0.52196 -5.18150 0.77033
C -3.08695 -0.11628 -3.07078
H 1.93557 -6.19834 1.53801
H 5.70146 1.12771 -3.04631
H 5.17194 -2.56193 1.72637
H -2.41102 1.91065 1.27726
H 0.91150 -0.36043 3.41195
H -5.03192 4.18043 -1.03743
H 0.50703 -0.07623 5.12094
H 2.77506 0.76278 0.47937
H -0.51945 -0.85797 -2.87999
H -4.03985 0.32933 -3.36235
H 1.99346 4.26658 -2.03008
H -1.72761 1.53132 -2.74690
H -6.74958 3.53276 0.60858
H -2.84511 2.08271 2.98871
H -2.59406 -4.96429 0.25359
H 0.64743 1.40825 -4.60160
H 0.02011 2.47213 5.47432
H 4.30768 5.11317 -2.27935
H -0.57129 -6.25171 0.93401
H -1.49459 1.55095 5.55310
H -1.73043 3.23147 2.24904
H -3.46228 2.50789 -1.91814
H 1.65330 0.99777 4.30211
H -2.42228 -2.54293 -0.10379
H 1.53686 0.05973 -3.87575
H -5.35394 -0.51004 0.53700
H -6.91863 1.19701 1.40201
H 4.96557 -0.15425 1.19167
H -2.14421 1.22822 -4.41240
H 3.41180 0.25219 -2.82258
H -3.04314 -1.11749 -3.50245
H -1.37424 3.00647 4.52690
H 6.14005 3.54307 -2.79076
H -0.70590 -0.68098 -4.59968
*
```

Results
- HOMO level: -19.58 eV
- Gap between HOMO and LUMO: 7.101 eV

Charges per atom according to Löwdin partitioning, unit e:
1. Ti 1.22
2. S 1.20
3. S 1.19
4. O 0.17
5. O -0.13
6. O 0.12
7. O -0.57
8. O -0.59
9. N -0.07
10. N -0.33
11. N 0.02
12. N 0.00
13. C -0.01
14. C -0.02
15. C 0.03
16. C 0.01
17. C -0.06
18. C -0.26
19. C 0.05
20. C 0.09
21. C -0.08
22. C 0.12
23. C -0.06
24. C 0.01
25. C 0.06
26. C -0.13
27. C -0.07
28. C -0.06
29. C -0.22
30. C -0.13
31. C -0.43
32. C 0.05
33. C -0.02
34. C -0.06
35. C -0.32
36. C -0.06
37. C -0.02
38. C -0.02
39. C 0.03
40. C -0.03
41. C -0.22
42. C -0.43
43. C 0.10
44. C -0.25
45. H 0.16
46. H 0.13
47. H 0.14
48. H 0.07
49. H 0.08
50. H 0.13
51. H 0.12
52. H 0.13
53. H 0.10
54. H 0.12
55. H 0.12
56. H 0.08
57. H 0.14
58. H 0.12
59. H 0.14
60. H 0.14
61. H 0.12
62. H 0.14
63. H 0.16
64. H 0.13
65. H 0.13
66. H 0.11
67. H 0.12
68. H 0.08
69. H 0.11
70. H 0.12
71. H 0.13
72. H 0.14
73. H 0.15
74. H 0.12
75. H 0.12
76. H 0.10
77. H 0.14
78. H 0.15



Q) # C32H34N4O5S2Ti

A molecular structure, C32H34N4O5S2Ti (the ωB97M-V functional and the def2-TZVPD basis, OMol25).

```
! RIJCOSX wB97M-V def2-TZVPD def2/J DEFGRID3
* xyz 4 1
Ti 0.01794 -0.12442 -0.03590
S 0.01228 -1.70109 2.92255
S -3.01741 1.02476 0.50642
O 0.20828 -0.61381 1.73896
O 5.38129 4.30293 -1.51417
O -1.79102 0.11536 -0.06109
O 4.23882 5.59336 -2.82261
O 0.43955 -1.67379 -0.89896
N 1.26599 -3.38074 -2.10814
N 0.06985 1.04349 -1.85210
N 4.38345 4.63019 -2.12064
N 1.66377 1.17858 0.21236
C 3.13591 -0.88303 5.31752
C -1.14344 -0.86713 4.04581
C 0.28356 -2.86749 -1.44936
C 2.13134 -3.00693 3.80178
C 1.08827 1.93291 -1.95571
C -3.95675 -0.22303 1.41002
C -4.01217 1.45184 -0.84301
C -1.03147 -3.54801 -1.26753
C 2.38072 3.66420 -3.06349
C -5.54200 0.99424 -2.61570
C -4.15717 2.83228 -1.02361
C 1.27453 2.75391 -3.06418
C 1.49258 -1.76326 3.82440
C 3.04588 2.89256 -0.83225
C 2.44997 1.22798 1.29392
C 3.83668 2.93396 0.34093
C 3.27848 -3.18215 4.56023
C -5.02470 3.28566 -2.00514
C 2.55113 -2.69354 -2.31846
C -0.67966 1.72680 -4.01590
C -4.69785 0.52046 -1.63363
C -3.07490 -1.01306 2.36711
C -5.71151 2.37095 -2.79171
C 3.53074 2.09483 1.38763
C 1.19060 -4.72330 -2.72461
C 1.98474 -0.69180 4.58184
C 3.77471 -2.12608 5.31123
C -2.25987 -0.13668 3.31825
C -0.79581 0.95403 -2.86107
C 0.35427 2.63005 -4.12378
C 3.22006 3.70812 -2.01012
C 1.96716 2.00740 -0.83634
H 3.30287 -3.14746 -1.67379
H 1.72165 -3.82993 3.22919
H 4.66382 -2.26876 5.91179
H 4.12503 2.10366 2.29044
H -5.17338 4.34764 -2.14476
H -1.74246 -2.85306 -0.82700
H -1.40366 1.60910 -4.80992
H 0.46171 3.24431 -5.01006
H -1.61157 0.25043 -2.74608
H 3.77362 -4.14329 4.57576
H -1.42334 -3.90884 -2.21811
H 2.84167 -2.84054 -3.35647
H -3.62938 3.53431 -0.38942
H -1.81831 0.72043 2.80315
H 2.20621 0.55633 2.10367
H -2.42701 -1.66695 1.77627
H 2.14697 -5.21560 -2.56351
H -0.57396 -0.20121 4.68882
H 0.40348 -5.31950 -2.27858
H -4.58398 -0.54612 -1.48626
H 4.67377 3.61313 0.40921
H 2.46148 -1.63496 -2.10565
H -6.39760 2.72759 -3.54923
H -2.90963 0.29015 4.08574
H 2.55423 4.31878 -3.90900
H -0.92373 -4.40955 -0.60466
H 1.48030 0.26661 4.61131
H -1.50582 -1.70302 4.65296
H -3.73186 -1.67647 2.93318
H 1.02154 -4.61217 -3.79515
H 3.53159 -0.07708 5.92084
H -6.09229 0.29966 -3.23588
H -4.70937 0.38190 1.92718
H -4.46943 -0.86102 0.69225
*
```

Results
- HOMO level: -19.57 eV
- Gap between HOMO and LUMO: 6.927 eV

Charges per atom according to Löwdin partitioning, unit e:
1. Ti 1.21
2. S 1.19
3. S 1.20
4. O -0.59
5. O 0.12
6. O -0.57
7. O 0.17
8. O -0.14
9. N -0.07
10. N 0.01
11. N -0.33
12. N 0.01
13. C -0.02
14. C -0.26
15. C -0.33
16. C -0.06
17. C -0.14
18. C -0.26
19. C -0.43
20. C 0.06
21. C 0.11
22. C -0.02
23. C -0.06
24. C -0.08
25. C -0.43
26. C -0.02
27. C -0.05
28. C 0.10
29. C -0.02
30. C -0.02
31. C 0.05
32. C 0.02
33. C -0.06
34. C -0.22
35. C 0.01
36. C 0.03
37. C 0.05
38. C -0.07
39. C 0.01
40. C -0.22
41. C -0.06
42. C 0.09
43. C -0.03
44. C -0.12
45. H 0.12
46. H 0.12
47. H 0.14
48. H 0.14
49. H 0.13
50. H 0.09
51. H 0.14
52. H 0.15
53. H 0.13
54. H 0.13
55. H 0.12
56. H 0.12
57. H 0.12
58. H 0.09
59. H 0.10
60. H 0.09
61. H 0.12
62. H 0.10
63. H 0.10
64. H 0.12
65. H 0.14
66. H 0.09
67. H 0.14
68. H 0.15
69. H 0.16
70. H 0.13
71. H 0.12
72. H 0.13
73. H 0.15
74. H 0.13
75. H 0.13
76. H 0.13
77. H 0.14
78. H 0.11



Tell me which of them is the most stable. Sure, it is Q).